Density functional theory data (the ωB97M-V functional and the def2-TZVPD basis) for a molecular structure, C20H61Cr2O15S at a distorted geometry.

## Properties
- HOMO level (spin up / spin down) (Ha) = -0.421 / -0.421
- calculated total energy (eV) = -120113.539
- molar mass (g/mol) = 677.75
- orbital gap (spin up / spin down) (eV) = 6.1 / 6.4

The geometry in ORCA input format:
```
! wB97M-V def2-TZVPD RIJCOSX def2/J DEFGRID3
* xyz 1 9
Cr -14.33493 13.48607 -3.66138
Cr -13.47546 14.58113 -7.08221
S -12.50643 15.33937 -4.15441
O -13.84779 15.51080 -3.61255
O -12.32004 13.94628 -3.90861
O -12.46707 15.51855 -5.61725
O -11.55826 16.16830 -3.39714
O -14.70855 13.62603 -5.68118
H -14.84075 12.69605 -5.94987
C -18.62990 17.71645 -5.68646
C -17.34075 18.35747 -5.20918
O -16.26460 17.41426 -5.28323
H -18.47950 17.38327 -6.71333
H -19.40839 18.46906 -5.81150
H -18.97904 16.89613 -5.05934
H -17.49842 18.60782 -4.16010
H -17.06636 19.24443 -5.78024
H -15.66105 17.64801 -4.57423
C -11.36179 17.60358 0.05922
C -11.18219 16.09152 0.02781
O -12.14272 15.59982 -0.87853
H -10.61460 17.97417 0.76099
H -12.32560 17.92190 0.45654
H -11.15124 17.99456 -0.93622
H -11.39844 15.55712 0.95287
H -10.13753 15.93171 -0.23912
H -11.99220 15.99953 -1.73829
C -7.47467 14.79493 -5.19481
C -8.83699 15.43673 -4.99288
O -8.94811 15.85297 -3.64584
H -7.36295 13.85923 -4.64700
H -6.62556 15.39296 -4.86395
H -7.31076 14.54262 -6.24246
H -9.61986 14.71490 -5.22561
H -9.04359 16.25979 -5.67697
H -9.89481 15.91037 -3.49731
C -13.43380 12.63624 0.56773
C -14.61474 12.90599 -0.31044
O -14.01738 13.59582 -1.41849
H -13.72843 12.29275 1.55935
H -12.80986 13.51914 0.70657
H -12.77639 11.95256 0.03062
H -15.40847 13.49296 0.15168
H -15.04001 11.94516 -0.60037
H -13.33623 14.17253 -1.06491
C -9.17361 11.59178 -1.35162
C -9.87842 12.84426 -1.84949
O -11.17106 12.41501 -2.06560
H -9.19083 10.70881 -1.99051
H -9.60512 11.33046 -0.38539
H -8.13078 11.87471 -1.20829
H -9.52595 13.21828 -2.81072
H -9.86165 13.68869 -1.16046
H -11.49817 12.93823 -2.80102
C -16.67774 15.61188 -1.75727
C -17.08525 14.86886 -3.06267
O -16.43861 13.57207 -3.00459
H -15.60965 15.54713 -1.54968
H -17.23106 15.26176 -0.88586
H -16.96942 16.66203 -1.77152
H -16.70593 15.48013 -3.88156
H -18.17039 14.78435 -3.12125
H -16.88445 13.06948 -2.31885
C -10.17092 10.20854 -5.05300
C -10.57008 11.59747 -5.48735
O -10.36778 11.59699 -6.87671
H -9.11746 9.98550 -5.22205
H -10.81070 9.39929 -5.40498
H -10.27895 10.16452 -3.96926
H -9.91058 12.37381 -5.09947
H -11.58931 11.84668 -5.19211
H -11.05577 12.17184 -7.21997
C -9.64221 15.64285 -8.69591
C -10.94001 16.39622 -8.34690
O -12.10822 15.57486 -8.61841
H -9.63227 15.52443 -9.77941
H -9.55365 14.69080 -8.17259
H -8.77387 16.24923 -8.43827
H -10.95547 17.26735 -9.00188
H -10.99523 16.82106 -7.34462
H -12.07142 15.30668 -9.53946
C -15.10923 19.63011 -1.54894
C -14.13730 18.59886 -2.05620
O -14.55297 17.94296 -3.25366
H -14.76499 20.13236 -0.64487
H -16.06417 19.13968 -1.36011
H -15.34386 20.32606 -2.35437
H -13.91261 17.81509 -1.33279
H -13.19512 19.05220 -2.36425
H -14.15807 17.07484 -3.36331
C -12.10893 20.50828 -5.25631
C -11.90417 18.96774 -5.14701
O -11.25714 18.76957 -3.92635
H -11.15565 21.03476 -5.30311
H -12.73305 20.89280 -4.44964
H -12.49286 20.83008 -6.22437
H -11.27095 18.49937 -5.90050
H -12.80050 18.34763 -5.15934
H -11.27644 17.83007 -3.72993
*
```